[1]
{"formula": "C5H11NO2", "method": "the ωB97M-V functional and the def2-TZVPD basis", "total_charge": 1, "spin_multiplicity": 2, "s2": 0.776, "energy_ev": -10938.679, "e_above_lowest_kj_mol": 173.4, "species": ["C", "N", "C", "O", "C", "C", "C", "O", "H", "H", "H", "H", "H", "H", "H", "H", "H", "H", "H"], "coordinates": [[1.4898, -0.8520, -0.2289], [1.6926, -0.1498, 0.9856], [2.3442, 1.0368, 1.1808], [2.6503, 1.3183, 2.3190], [-0.0469, -0.9657, -0.5489], [-0.8129, 0.3718, -0.5750], [-2.2561, 0.0681, -0.2013], [-3.0167, 1.2612, -0.0454], [2.0556, -0.3958, -1.0278], [1.7789, -1.8894, -0.0317], [1.4307, -0.6435, 1.8423], [2.5779, 1.6523, 0.3080], [-0.4695, -1.7894, 0.0317], [-0.0680, -1.4382, -1.5351], [-0.7172, 0.7896, -1.5732], [-0.4279, 1.0242, 0.1934], [-2.7333, -0.6038, -0.9287], [-2.3863, -0.4810, 0.7305], [-3.0853, 1.6863, -0.8954]], "atomic_forces_ev_per_a": [[-0.356, -0.019, 0.282], [-0.326, -1.228, -0.176], [0.531, 0.950, 0.488], [-0.097, 0.007, -0.120], [0.021, -0.396, -0.895], [0.072, -1.672, 0.666], [-1.241, 0.319, -0.414], [0.425, -0.559, 0.364], [0.072, 0.118, -0.181], [0.290, 0.004, -0.206], [-0.001, 0.214, 0.146], [-0.039, -0.160, -0.139], [-0.151, 0.567, 0.677], [0.227, 0.232, -0.168], [-0.089, 0.373, 0.083], [0.142, 0.559, 0.028], [0.181, 0.186, -0.249], [0.535, 0.206, 0.273], [-0.194, 0.300, -0.456]], "lowdin_spin": [0.095, 0.473, -0.016, 0.302, 0.086, 0.009, 0.003, 0.008, 0.002, 0.032, 0.004, -0.005, 0.000, 0.005, 0.000, 0.002, 0.000, 0.000, 0.000]}

[2]
{"formula": "C3H9NO2", "method": "the ωB97M-V functional and the def2-TZVPD basis", "total_charge": 0, "energy_ev": -8841.511, "e_above_lowest_kj_mol": 139.3, "species": ["C", "C", "O", "O", "H", "H", "H", "H", "C", "N", "H", "H", "H", "H", "H"], "coordinates": [[2.1874, 1.0763, -1.7124], [1.2666, 0.3157, -0.6451], [1.4346, 0.1949, 0.5293], [0.1975, -0.0672, -1.3634], [1.7328, 1.9582, -2.1609], [2.4085, 0.4611, -2.6783], [3.1587, 1.1673, -1.2232], [-0.5815, -0.2795, -0.8882], [-1.5732, -1.2414, 1.6494], [-1.5840, 0.0740, 0.9549], [-0.8687, -1.0504, 2.5244], [-1.2950, -2.1414, 1.1172], [-2.5723, -1.5283, 1.9223], [-2.3919, 0.1967, 0.3656], [-1.5196, 0.8640, 1.6083]], "atomic_forces_ev_per_a": [[0.697, -2.494, -0.309], [0.123, 1.424, -2.436], [0.295, -0.110, -0.100], [1.095, 0.095, -1.440], [0.009, 0.274, 0.811], [-0.664, 0.451, 1.909], [-0.123, 0.801, -0.189], [-1.058, -0.357, 1.886], [0.524, 1.493, 1.296], [0.237, -0.495, -0.364], [-1.141, -0.910, -0.959], [0.989, 0.367, -0.838], [-0.583, 0.155, 1.035], [-0.341, 0.067, 0.177], [-0.059, -0.761, -0.479]], "nbo_charge": [-0.736, 0.819, -0.579, -0.717, 0.238, 0.230, 0.224, 0.508, -0.418, -0.873, 0.210, 0.192, 0.173, 0.353, 0.377]}

[3]
{"formula": "C7H9NOS3", "method": "the ωB97M-V functional and the def2-TZVPD basis", "total_charge": 0, "energy_ev": -43445.221, "e_above_lowest_kj_mol": 20.5, "species": ["C", "S", "C", "C", "C", "C", "N", "O", "C", "S", "C", "S", "H", "H", "H", "H", "H", "H", "H", "H", "H"], "coordinates": [[2.9398, -2.5891, -1.2733], [2.5752, -0.7926, -1.3558], [1.3541, -0.5206, -0.0902], [0.9647, 0.7110, 0.3477], [-0.1094, 0.7108, 1.3458], [-0.6582, 1.9958, 1.8957], [-0.9315, 2.9337, 0.7664], [-0.3005, 3.9844, 0.7871], [-0.5690, -0.5441, 1.5896], [-1.9452, -0.8544, 2.6102], [-2.6720, -2.4482, 1.9717], [0.4136, -1.7570, 0.7382], [2.0103, -3.1298, -1.3885], [3.6325, -2.8502, -2.0646], [3.3899, -2.9092, -0.3072], [1.3430, 1.6195, -0.0686], [-1.5805, 1.8001, 2.4950], [0.0728, 2.4876, 2.5529], [-3.6566, -2.5956, 2.4366], [-2.8006, -2.3908, 0.9017], [-2.0019, -3.2973, 2.2160]], "atomic_forces_ev_per_a": [[-0.174, 0.164, 1.259], [-0.087, -0.386, 0.290], [-0.332, -0.091, 0.555], [-0.573, -0.497, 0.635], [0.778, -0.021, -1.547], [0.352, 0.227, 0.804], [0.435, 1.655, -0.350], [-1.055, -2.334, 0.439], [0.508, -0.411, -0.583], [-0.588, -1.108, 0.295], [0.795, 0.120, 0.396], [-0.308, 0.723, 0.037], [-0.139, -0.223, -0.243], [-0.040, 0.228, -0.219], [-0.227, 0.491, -0.558], [0.355, 0.409, -0.068], [0.418, 0.342, -0.795], [-0.083, -0.133, -0.020], [0.450, 0.225, 0.034], [-0.018, 0.092, -0.304], [-0.465, 0.526, -0.059]], "nbo_charge": [-0.737, 0.283, -0.357, -0.270, -0.096, -0.351, 0.160, -0.274, -0.350, 0.259, -0.719, 0.391, 0.220, 0.240, 0.224, 0.231, 0.244, 0.214, 0.238, 0.226, 0.222]}

[4]
{"formula": "CH3FO2", "method": "the ωB97M-V functional and the def2-TZVPD basis", "total_charge": 0, "energy_ev": -7898.257, "e_above_lowest_kj_mol": 0.0, "species": ["O", "C", "O", "H", "H", "F", "H"], "coordinates": [[-0.8165, 0.2331, -0.9385], [-0.7299, 0.4412, 0.2390], [0.3160, 0.3007, 1.0742], [-1.6790, 0.7557, 0.8159], [1.1712, 0.2704, 0.6606], [1.4063, -1.4581, -1.1953], [0.5648, -0.9339, -1.2375]], "atomic_forces_ev_per_a": [[1.128, -0.335, -0.249], [-1.699, 0.331, 1.604], [-1.541, 0.583, 0.084], [1.563, -0.399, -0.469], [0.737, -0.416, -0.859], [-1.963, 1.313, 0.019], [1.775, -1.076, -0.130]], "nbo_charge": [-0.597, 0.672, -0.674, 0.124, 0.511, -0.603, 0.567]}

[5]
{"formula": "C40H22Cl5LaN4O3S2", "method": "the ωB97M-V functional and the def2-TZVPD basis", "total_charge": 0, "energy_ev": -139085.653, "e_above_lowest_kj_mol": 81.9, "species": ["La", "O", "C", "C", "C", "C", "C", "C", "C", "O", "N", "N", "C", "C", "C", "C", "C", "C", "C", "O", "H", "H", "H", "H", "H", "H", "H", "H", "H", "H", "S", "C", "C", "C", "C", "C", "C", "N", "C", "C", "C", "C", "C", "C", "C", "C", "N", "C", "C", "C", "C", "C", "S", "C", "H", "H", "H", "H", "H", "H", "H", "H", "H", "H", "H", "H", "Cl", "C", "C", "C", "Cl", "C", "Cl", "C", "Cl", "C", "Cl"], "coordinates": [[0.4594, 0.3468, -1.1783], [1.5949, -2.5323, 2.3039], [1.7333, -3.7010, 1.6420], [2.0441, -4.8565, 2.3578], [2.2245, -6.0582, 1.7034], [2.0693, -6.1396, 0.3260], [1.7263, -5.0094, -0.3855], [1.5600, -3.7811, 0.2512], [1.1666, -2.5852, -0.5194], [1.2903, -1.4027, 0.0052], [0.6832, -2.8177, -1.7087], [0.2888, -1.6996, -2.4051], [-0.1146, -1.9369, -3.6108], [-0.5567, -0.9368, -4.5300], [-0.8037, -1.3177, -5.8581], [-1.1556, -0.4004, -6.8174], [-1.2697, 0.9442, -6.4651], [-1.0585, 1.3509, -5.1717], [-0.7204, 0.4345, -4.1500], [-0.6007, 0.8574, -2.9299], [1.4616, -1.8472, 1.6006], [2.1425, -4.7832, 3.4299], [2.4927, -6.9383, 2.2691], [2.2087, -7.0830, -0.1809], [1.5821, -5.0402, -1.4526], [-0.0821, -2.9735, -3.9516], [-0.6896, -2.3615, -6.1203], [-1.3286, -0.7119, -7.8359], [-1.5286, 1.6731, -7.2177], [-1.1413, 2.3910, -4.8918], [-5.0412, -1.3931, -1.8019], [-6.6912, -1.8448, -1.7611], [-7.2388, -1.6995, -0.5239], [-6.3169, -1.2149, 0.4197], [-5.0676, -0.9934, -0.1065], [-3.8779, -0.5091, 0.5511], [-2.6860, -0.3284, -0.1855], [-1.5567, 0.0990, 0.3281], [-1.5057, 0.4021, 1.6430], [-2.6419, 0.2620, 2.4759], [-2.5459, 0.5941, 3.8603], [-1.3831, 1.0319, 4.3941], [-0.2172, 1.1855, 3.5887], [0.9986, 1.6314, 4.1162], [2.1029, 1.7783, 3.2899], [1.9212, 1.4783, 1.9205], [0.7945, 1.0527, 1.4046], [-0.2745, 0.8844, 2.2073], [3.3824, 2.2229, 3.7848], [4.5605, 2.3795, 3.0980], [5.6195, 2.8297, 3.9047], [5.2499, 3.0164, 5.2001], [3.6004, 2.6429, 5.4624], [-3.8317, -0.2038, 1.9047], [-7.1624, -2.1930, -2.6587], [-8.2635, -1.9314, -0.2957], [-6.5754, -1.0376, 1.4473], [-2.6782, -0.5411, -1.2514], [-3.4297, 0.4815, 4.4712], [-1.3067, 1.2771, 5.4432], [1.0691, 1.8588, 5.1710], [2.7434, 1.6038, 1.2267], [4.6711, 2.1765, 2.0491], [6.6132, 3.0074, 3.5350], [5.8527, 3.3546, 6.0199], [-4.7036, -0.3199, 2.5315], [3.3696, 1.4128, -2.1713], [2.5384, 2.8719, -1.7099], [1.2926, 2.5975, -1.1642], [0.5177, 3.6966, -0.8228], [-1.0345, 3.2758, -0.1957], [0.9357, 5.0075, -0.9995], [-0.0783, 6.3330, -0.5862], [2.2093, 5.2296, -1.5324], [2.7535, 6.8423, -1.7677], [3.0329, 4.1568, -1.8908], [4.6016, 4.4511, -2.5319]], "atomic_forces_ev_per_a": [[0.567, 1.014, 2.776], [-0.052, 0.110, -0.019], [0.031, -0.105, -0.222], [0.009, 0.144, 0.103], [-0.039, 0.113, 0.046], [-0.009, -0.086, -0.108], [0.057, -0.013, 0.077], [0.069, 0.062, 0.314], [-0.337, -0.689, -1.018], [0.748, -1.197, 0.956], [0.167, -0.926, 0.309], [0.009, -1.033, -1.489], [0.267, -0.410, 0.734], [-0.166, 0.927, -0.100], [0.087, 0.059, 0.150], [-0.041, -0.025, -0.159], [0.039, -0.140, -0.045], [0.094, -0.122, 0.373], [-0.571, -0.272, -1.590], [-1.432, 0.391, -2.143], [0.084, -0.101, 0.281], [0.062, 0.028, 0.114], [-0.009, -0.074, 0.073], [0.013, -0.041, -0.051], [-0.008, -0.045, -0.109], [-0.057, 0.013, 0.021], [0.009, -0.070, -0.016], [-0.021, -0.044, -0.077], [-0.032, 0.101, -0.090], [-0.060, 0.082, 0.042], [-0.393, 0.006, 0.514], [0.201, 0.060, -0.002], [-0.082, -0.110, -0.350], [0.578, 0.152, -0.050], [-0.670, -0.321, -0.577], [0.606, 0.303, 0.603], [-0.255, -0.050, 0.105], [-0.579, -0.087, 0.541], [-0.469, -0.084, 0.401], [0.421, 0.025, -0.456], [0.222, 0.119, 0.303], [-0.375, -0.124, -0.005], [0.075, -0.120, -0.621], [0.349, 0.007, -0.516], [-0.909, -0.250, -0.002], [-0.010, 0.024, 0.168], [-0.142, 0.006, 0.374], [0.115, 0.168, 0.654], [0.794, 0.315, 0.472], [-0.583, -0.131, 0.100], [0.192, 0.128, 0.309], [-0.168, -0.048, -0.010], [0.187, -0.060, -0.562], [0.189, -0.075, -0.600], [-0.132, -0.074, -0.167], [-0.167, -0.042, 0.009], [0.010, 0.055, 0.229], [0.064, 0.006, 0.020], [-0.053, -0.001, 0.088], [-0.067, 0.005, 0.106], [-0.041, 0.000, 0.082], [0.025, 0.012, -0.046], [-0.002, -0.051, -0.224], [0.171, 0.043, -0.014], [0.139, 0.060, 0.137], [-0.085, -0.017, 0.034], [0.907, -0.209, -0.342], [-1.170, 0.267, 0.522], [1.427, 2.876, -0.224], [0.948, -0.593, -0.409], [-0.791, 0.372, 0.298], [-0.008, -0.065, 0.003], [-0.100, 0.033, 0.054], [-0.031, -0.079, 0.006], [0.083, 0.076, -0.003], [0.002, -0.047, -0.018], [0.099, -0.126, -0.070]], "lowdin_charge": [1.909, 0.050, -0.264, -0.017, -0.088, -0.097, -0.032, -0.086, -0.436, -0.286, 0.052, -0.155, -0.066, -0.151, -0.052, -0.104, -0.085, -0.012, -0.346, -0.338, 0.058, 0.113, 0.101, 0.096, 0.104, 0.130, 0.109, 0.096, 0.102, 0.114, 1.076, -0.401, -0.180, -0.114, -0.468, -0.185, -0.078, -0.011, -0.159, -0.121, -0.011, -0.006, -0.120, 0.041, -0.180, -0.037, 0.033, -0.163, -0.468, -0.108, -0.177, -0.406, 1.059, 0.072, 0.064, 0.104, 0.107, 0.089, 0.118, 0.119, 0.101, 0.119, 0.110, 0.105, 0.064, 0.124, 0.667, -0.719, -0.429, -0.713, 0.731, -0.705, 0.683, -0.702, 0.679, -0.705, 0.682]}

[6]
{"formula": "C19H15Br2N5RhS", "method": "the ωB97M-V functional and the def2-TZVPD basis", "total_charge": 3, "energy_ev": -181299.503, "e_above_lowest_kj_mol": 22.7, "species": ["Rh", "C", "N", "C", "C", "N", "C", "S", "C", "C", "C", "C", "C", "N", "H", "H", "H", "H", "H", "H", "H", "H", "H", "Br", "C", "C", "C", "N", "C", "C", "C", "C", "C", "Br", "C", "C", "N", "H", "H", "H", "H", "H", "H"], "coordinates": [[0.3049, -1.4531, -0.2200], [-4.0113, 1.3195, -0.6005], [-3.8715, -0.1379, -0.7774], [-4.8392, -0.9677, -1.2932], [-4.3446, -2.2231, -1.2949], [-3.0693, -2.1574, -0.7502], [-2.8010, -0.8623, -0.4452], [-1.3523, -0.1460, 0.1671], [-2.2616, -3.2862, -0.4662], [-2.8460, -4.5315, -0.2953], [-2.0328, -5.6266, -0.0735], [-0.6522, -5.4513, -0.0134], [-0.1576, -4.1797, -0.1515], [-0.9430, -3.1006, -0.3755], [-5.0318, 1.5897, -0.8531], [-3.3201, 1.8354, -1.2638], [-3.8184, 1.5848, 0.4358], [-5.7895, -0.5906, -1.6329], [-4.7754, -3.1383, -1.6599], [-3.9207, -4.6380, -0.3117], [-2.4705, -6.6068, 0.0654], [0.0223, -6.2785, 0.1557], [0.9123, -3.9941, -0.0831], [6.1282, 1.3656, 1.2296], [4.4658, 0.6387, 0.8734], [3.5498, 0.4165, 1.8992], [2.3266, -0.1320, 1.5851], [1.9919, -0.4538, 0.3251], [2.8701, -0.2259, -0.6804], [4.1134, 0.3076, -0.4403], [2.3435, -0.5799, -2.0064], [2.9786, -0.3224, -3.2011], [2.3290, -0.6084, -4.4017], [3.1595, -0.2592, -6.0167], [1.0389, -1.1399, -4.3650], [0.4586, -1.3812, -3.1443], [1.1041, -1.1332, -1.9911], [3.7852, 0.6654, 2.9243], [1.5875, -0.3262, 2.3525], [4.8153, 0.4795, -1.2430], [3.9645, 0.1188, -3.2129], [0.5004, -1.3629, -5.2752], [-0.5331, -1.8043, -3.0626]], "atomic_forces_ev_per_a": [[0.765, -1.208, 0.101], [0.004, 0.008, -0.024], [0.034, 0.019, 0.088], [-0.011, 0.007, -0.034], [-0.040, -0.008, 0.005], [-0.059, 0.000, 0.090], [0.050, -0.112, -0.263], [-0.263, 0.768, 0.266], [-0.046, 0.055, 0.024], [-0.044, 0.082, -0.043], [0.099, -0.025, 0.011], [-0.081, -0.036, 0.015], [-0.032, 0.011, -0.004], [0.172, 0.104, -0.230], [0.003, -0.003, -0.010], [0.010, -0.008, 0.005], [-0.012, -0.001, 0.004], [-0.012, -0.017, 0.023], [-0.007, 0.006, 0.008], [0.006, -0.015, 0.007], [-0.002, 0.001, -0.001], [-0.011, -0.010, -0.001], [-0.013, -0.005, -0.010], [-0.037, -0.015, -0.003], [0.053, 0.023, -0.012], [-0.012, -0.026, -0.002], [-0.021, -0.029, 0.033], [-0.359, 0.330, -0.061], [0.110, 0.030, 0.040], [-0.025, -0.004, 0.019], [0.014, 0.184, -0.164], [-0.005, -0.014, 0.105], [0.020, 0.012, -0.113], [-0.028, -0.023, 0.059], [-0.008, -0.017, 0.005], [0.023, -0.176, -0.001], [-0.238, 0.106, 0.084], [-0.002, -0.003, 0.002], [-0.005, 0.016, 0.003], [0.010, -0.010, -0.005], [0.012, -0.009, -0.008], [-0.010, 0.007, 0.004], [0.000, 0.005, -0.013]], "nbo_charge": [0.906, -0.422, -0.270, 0.009, -0.037, -0.324, 0.219, 0.235, 0.379, -0.225, -0.062, -0.200, 0.053, -0.482, 0.263, 0.247, 0.248, 0.284, 0.276, 0.267, 0.278, 0.282, 0.224, 0.285, -0.016, -0.240, 0.095, -0.487, 0.161, -0.210, 0.190, -0.216, -0.012, 0.289, -0.244, 0.081, -0.391, 0.284, 0.239, 0.266, 0.270, 0.282, 0.228]}